C19H18ClN3O2S | the ωB97M-V functional and the def2-TZVPD basis

Its spin multiplicity is 1. The SMILES is Cc1oc(-c2ccccc2Cl)nc1CSc1nc2c(c(=O)[nH]1)CCCC2. The LUMO energy is 0.26 eV. For the highest occupied orbital energy, the calculation gives -8.4800 eV. The value obtained for the HOMO-LUMO gap is 8.74 eV.

Cartesian coordinates (Å):
O (3.592521, -0.849463, 4.438717)
Cl (-6.703154, 0.034499, -1.374096)
N (-2.370260, -1.147858, -1.604540)
N (2.157626, 0.743102, 1.060516)
O (-3.829971, 0.508281, -1.243136)
S (-0.211912, -0.510813, 1.425374)
C (3.298810, -0.412267, 3.332533)
C (-3.606831, -0.713249, -1.821975)
C (1.520194, -0.209812, 1.725296)
C (-2.677659, 0.817509, -0.615807)
C (-1.773318, -0.167857, -0.842165)
C (3.519494, 1.014563, 1.383270)
C (4.071463, 0.498457, 2.515675)
C (-6.580874, -3.311420, -3.614220)
C (-5.212559, -3.543450, -3.802869)
C (-6.979068, -2.194681, -2.900672)
C (-4.239151, -2.679071, -3.228441)
C (-6.043246, -1.293985, -2.321223)
C (-4.642426, -1.547633, -2.479674)
N (2.143047, -0.883724, 2.768336)
C (-2.571067, 2.037947, 0.197987)
C (-0.328970, -0.160954, -0.413642)
C (4.323841, 1.986158, 0.519177)
C (5.444634, 0.864316, 2.959603)
C (5.614173, 2.578137, 1.174497)
C (6.317251, 1.403791, 1.798553)
H (-7.346790, -3.895674, -4.109644)
H (-4.906164, -4.405912, -4.377501)
H (-8.040175, -1.925035, -2.740091)
H (-3.205349, -2.942370, -3.352026)
H (1.573274, -1.235153, 3.496448)
H (-3.350095, 2.058650, 0.960063)
H (-2.688113, 2.916829, -0.459056)
H (-1.618290, 2.112434, 0.673480)
H (0.151575, 0.764666, -0.669721)
H (0.180837, -0.973547, -0.945000)
H (4.558061, 1.482723, -0.440723)
H (3.707827, 2.810973, 0.240514)
H (5.350645, 1.639440, 3.716236)
H (5.965021, -0.010275, 3.385436)
H (5.328358, 3.330404, 1.956522)
H (6.247155, 3.025666, 0.411775)
H (6.534057, 0.676157, 1.037609)
H (7.325575, 1.709500, 2.178605)

Force components x, y, z for each atom (eV/Å):
0.30 0.45 -0.22
0.33 -0.55 -0.47
-1.42 0.39 -0.37
0.21 -1.23 0.13
-0.39 -0.89 -0.38
0.53 0.00 -0.65
1.11 -0.30 0.78
1.81 -0.88 0.47
1.59 2.04 -0.56
0.89 -0.25 0.29
-0.02 0.46 0.13
-0.77 -0.30 0.75
-0.03 0.03 -0.68
0.54 0.73 -0.26
0.33 0.87 0.79
-0.05 1.46 0.94
-1.89 -0.52 -0.23
0.37 -1.32 -0.65
-0.95 0.65 0.23
-1.44 1.19 -1.48
-0.99 0.75 -0.80
-0.43 -1.18 0.10
0.07 -0.13 -0.23
1.21 -0.49 -0.59
-1.19 -0.64 0.06
0.86 0.82 1.56
0.19 -0.25 0.15
0.18 0.03 0.00
0.69 -0.44 -0.24
0.30 0.30 0.09
-0.87 -1.11 0.47
-0.01 0.10 0.02
-0.07 -0.14 0.37
0.66 -0.13 0.30
0.24 0.44 0.28
-0.05 0.19 0.25
0.06 0.10 0.47
-0.85 0.52 -0.23
0.26 0.00 0.33
-0.45 0.33 0.17
0.32 -0.52 -0.74
-0.18 0.30 -0.05
-0.17 -0.66 -0.30
-0.79 -0.23 -0.02